(1)
{
  "formula": "C22H38MoN3O6P3S2",
  "method": "the ωB97M-V functional and the def2-TZVPD basis",
  "lumo_energy_ev": [-4.130, -4.950],
  "e_tot_ev": -91570.6877,
  "multiplicity": 2,
  "relative_energy_kj_mol": 0.0,
  "homo_lumo_gap_ev": [7.19, 6.38],
  "e_homo_ev": [-11.32, -11.33],
  "total_charge": 1,
  "symbols": ["C", "H", "H", "C", "C", "C", "N", "H", "H", "H", "C", "H", "H", "H", "H", "P", "S", "S", "H", "H", "H", "H", "H", "H", "O", "C", "H", "O", "C", "H", "C", "H", "H", "C", "H", "C", "C", "H", "H", "H", "H", "O", "O", "H", "H", "O", "C", "H", "O", "C", "C", "P", "P", "N", "C", "H", "C", "C", "H", "N", "H", "H", "H", "H", "H", "C", "C", "C", "H", "Mo", "H", "H", "C", "C", "H"],
  "xyz": [[-0.255, 1.288, 5.351], [3.143, -1.869, 1.485], [-2.869, -2.116, -4.441], [2.616, 2.526, -0.023], [-0.670, 3.738, 1.000], [1.165, 0.229, 1.560], [-0.240, 1.597, 2.974], [-3.372, 3.550, 1.567], [-0.062, 1.100, 7.411], [2.533, -1.350, 4.809], [-2.440, 1.634, 0.662], [-3.979, 2.286, -0.740], [-2.280, 0.408, -4.022], [-0.194, -4.825, -1.926], [-2.732, -0.328, 1.850], [-1.480, -2.815, -2.446], [-0.103, -2.291, -3.893], [-0.420, -2.598, -0.621], [3.674, 1.560, -2.216], [1.840, 2.500, -0.871], [-1.368, -5.903, -1.497], [-4.400, -1.815, -3.793], [-2.704, 2.382, 2.630], [-2.552, 3.142, -0.988], [2.542, -1.709, -2.452], [3.125, -1.682, 0.483], [3.840, 0.990, 2.214], [-2.811, -2.004, -2.319], [-3.212, 2.471, 1.696], [-4.265, 2.185, 1.809], [1.330, 0.043, 3.853], [-3.926, 0.176, 0.641], [0.089, -6.538, -3.714], [0.237, 0.937, 4.098], [-0.910, -5.535, -4.551], [-3.283, 0.000, -3.889], [4.229, 1.214, -1.322], [3.288, 3.354, -0.349], [1.831, -0.737, 7.084], [4.843, 0.068, 1.098], [-1.220, 4.357, 0.227], [1.548, 0.664, -3.296], [-0.119, 2.259, -3.596], [-1.216, 3.824, 1.955], [-1.717, -6.924, -3.722], [-0.347, 0.462, -2.436], [-0.999, -5.304, -2.413], [4.508, 0.163, -1.443], [-1.999, -4.289, -2.596], [4.276, 1.012, 1.199], [1.320, -0.256, 6.290], [-0.587, 2.068, 0.323], [2.110, -0.188, 0.049], [1.716, -0.322, 2.625], [0.295, 0.686, 6.411], [4.156, -1.534, 0.104], [-3.358, -1.490, -3.696], [-0.869, -6.160, -3.679], [-3.895, 0.517, -3.146], [0.302, 1.224, -3.290], [-3.692, 0.144, -4.890], [-1.103, 1.931, 5.366], [5.012, 1.826, 1.158], [-2.590, 1.541, -1.594], [-2.367, -0.496, 0.128], [-2.871, 0.164, 0.821], [0.168, 1.217, 1.764], [-2.924, 2.106, -0.724], [0.381, 4.077, 1.251], [1.056, -1.053, -2.125], [2.092, 2.826, 0.898], [2.832, -2.605, -0.042], [1.769, -0.612, 5.050], [3.378, 1.215, -0.016], [5.154, 1.686, -1.118]],
  "forces_ev_per_angstrom": [[-0.126, -0.500, -1.123], [0.057, -0.248, 2.793], [0.411, 0.456, -0.165], [-0.978, 1.159, -1.452], [0.502, 1.489, 0.251], [0.416, -0.219, 1.698], [0.082, -1.105, 0.046], [0.766, -0.114, -0.705], [0.644, -1.172, -1.162], [0.022, -0.095, 0.826], [-0.444, 0.636, -1.453], [-0.972, -0.438, -0.063], [0.000, -0.134, 0.685], [1.857, 0.299, -0.488], [0.012, 1.115, -1.207], [0.761, 0.174, 1.546], [-1.215, -0.292, 0.443], [0.052, 1.004, -2.036], [0.504, -0.045, 0.640], [0.964, 0.027, 1.245], [0.198, 0.451, -1.635], [0.153, 0.009, 0.844], [0.065, -0.219, 1.009], [-0.078, -0.816, 0.557], [-0.565, 0.527, 0.051], [0.367, 0.076, -3.254], [-0.228, 0.207, -0.733], [-0.276, 1.127, -2.116], [-0.237, 0.501, 0.231], [0.283, -0.796, -0.075], [-2.347, -0.289, 2.330], [-0.693, -0.344, -0.246], [1.878, -1.577, 0.083], [0.910, 0.951, -3.774], [-0.353, 0.492, -0.459], [0.257, -0.419, -0.521], [-1.454, -2.177, 0.567], [-0.245, -0.516, 0.566], [-0.111, -0.177, 1.047], [-0.129, 0.577, 0.062], [1.062, -0.294, 0.950], [-1.115, 1.771, -1.783], [0.711, 0.719, -1.714], [0.246, -0.297, -0.529], [1.459, 0.933, 0.009], [-1.213, 0.678, -1.088], [-1.848, -2.395, 1.483], [0.119, -0.017, -0.637], [-0.238, 0.706, -0.260], [1.075, -0.063, 0.188], [0.660, -0.506, -1.313], [-1.426, -0.942, 1.086], [0.401, -0.355, -0.231], [0.514, -0.219, -0.034], [-0.590, 1.333, 3.214], [-0.566, 0.204, 0.256], [-0.266, -0.969, 0.617], [-2.420, 0.612, 1.049], [0.303, 0.072, -0.198], [1.327, -3.007, 4.789], [-0.513, 0.115, 0.054], [-0.292, 0.608, 0.285], [-0.069, -0.133, 0.233], [-0.153, -0.516, 0.317], [0.021, -0.105, -0.415], [1.100, -0.303, 1.581], [-0.235, 0.769, 0.437], [0.487, 1.663, -0.841], [-1.194, 0.075, -0.785], [0.777, -1.298, 0.471], [0.413, -0.288, -0.232], [-0.456, 0.499, 0.177], [1.043, 0.049, -1.715], [-0.587, 0.255, -0.209], [0.752, 1.061, -0.067]]
}

=====

(2)
{
  "formula": "C22H19N2O",
  "method": "the ωB97M-V functional and the def2-TZVPD basis",
  "lumo_energy_ev": -5.240,
  "e_tot_ev": -28142.4501,
  "relative_energy_kj_mol": 156.2,
  "homo_lumo_gap_ev": 6.23,
  "e_homo_ev": -11.47,
  "total_charge": 1,
  "symbols": ["H", "H", "H", "H", "C", "N", "C", "C", "C", "C", "H", "H", "C", "C", "H", "H", "C", "C", "C", "H", "C", "H", "C", "C", "C", "H", "O", "H", "C", "H", "H", "C", "H", "C", "N", "C", "C", "H", "H", "C", "H", "C", "H", "C"],
  "xyz": [[4.694, 0.875, 2.727], [-1.386, -1.669, 0.966], [-4.347, 4.017, 3.652], [-3.653, 5.610, 5.475], [-3.560, -0.737, 2.765], [-3.151, 4.752, 5.274], [-2.027, 4.268, 5.932], [-0.305, 1.166, 2.542], [4.382, -3.009, 2.680], [-5.834, -2.421, 2.559], [-2.445, -2.545, 2.235], [5.985, -0.507, 4.378], [1.503, -0.004, 1.501], [1.017, 1.134, 2.162], [5.820, -2.999, 4.284], [4.322, -4.096, 2.612], [3.602, -2.238, 1.814], [-4.567, -2.892, 2.181], [5.328, -0.996, 3.658], [-6.935, -0.786, 3.461], [-3.435, -2.107, 2.370], [-4.461, -3.890, 1.749], [-1.729, 3.070, 5.321], [-5.961, -1.134, 3.111], [5.225, -2.389, 3.607], [2.920, -2.683, 1.087], [2.852, -0.022, 1.158], [1.064, -1.941, 0.653], [-0.703, -0.950, 1.413], [1.703, 1.949, 2.390], [-0.916, 2.393, 5.540], [3.705, -0.848, 1.902], [-4.947, 0.712, 3.596], [-1.208, 0.103, 2.239], [-2.642, 2.834, 4.309], [-2.514, 0.212, 2.768], [-3.492, 3.848, 4.298], [-0.695, 2.025, 3.084], [-2.748, 1.172, 3.223], [-4.854, -0.302, 3.199], [-6.708, -3.059, 2.438], [0.654, -1.061, 1.151], [-1.546, 4.777, 6.747], [4.610, -0.212, 2.759]],
  "forces_ev_per_angstrom": [[-0.074, -0.319, 0.120], [0.294, 0.156, 0.198], [0.271, -0.216, 0.046], [0.270, -0.304, -0.013], [-0.864, -0.952, 0.318], [0.180, -0.452, -0.102], [-0.398, -0.539, -0.710], [-0.209, 0.161, 0.065], [0.020, 0.156, -0.136], [0.419, 0.504, -0.015], [-0.454, 0.108, -0.031], [-0.108, -0.226, -0.210], [1.243, 0.039, 0.201], [0.120, -0.177, -0.117], [-0.169, 0.144, -0.128], [0.085, 0.314, 0.124], [0.148, 0.457, 0.241], [0.202, 0.012, 0.125], [0.163, -0.083, -0.342], [0.352, -0.107, -0.156], [-0.281, 0.294, -0.139], [-0.038, 0.276, 0.346], [-0.733, 1.043, -0.025], [-0.035, -0.124, -0.029], [-0.081, -0.052, -0.034], [0.374, 0.030, 0.314], [-1.242, 0.240, -0.059], [-0.306, 0.489, -0.091], [0.259, -0.219, 0.283], [-0.213, -0.242, -0.082], [-0.125, 0.031, -0.010], [0.034, -0.311, 0.473], [-0.026, -0.281, -0.164], [0.438, 0.135, -0.534], [-0.456, 0.334, -0.062], [0.268, -0.402, -0.504], [1.001, 0.273, 1.071], [0.092, -0.204, -0.045], [0.088, 0.090, 0.165], [0.405, -0.072, -0.226], [0.217, 0.184, 0.059], [-0.477, -0.007, -0.107], [-0.098, 0.131, 0.008], [-0.558, -0.312, -0.085]]
}

=====

(3)
{
  "formula": "C6H9N",
  "method": "the ωB97M-V functional and the def2-TZVPD basis",
  "lumo_energy_ev": 1.172,
  "e_tot_ev": -7854.3761,
  "relative_energy_kj_mol": 365.1,
  "homo_lumo_gap_ev": 8.69,
  "e_homo_ev": -7.52,
  "symbols": ["H", "N", "C", "C", "C", "H", "H", "C", "H", "H", "H", "H", "H", "H", "C", "C"],
  "xyz": [[-0.910, -1.795, -1.697], [-0.837, -0.241, -0.248], [-1.341, -0.816, -1.459], [1.276, -0.133, 0.998], [-0.108, -0.811, 0.855], [1.661, 0.372, -1.153], [-0.372, 0.875, 2.445], [1.365, 0.804, -0.190], [2.070, -0.552, 1.608], [-0.654, 1.930, -0.344], [-1.199, -0.148, -2.316], [-0.321, -1.788, 1.276], [-2.423, -0.951, -1.328], [1.943, 1.706, 0.039], [-0.169, 1.021, 0.016], [0.020, 0.527, 1.498]],
  "forces_ev_per_angstrom": [[0.124, 0.133, -0.021], [-0.330, 0.041, 0.189], [-0.040, -0.095, -0.193], [0.291, -0.120, 0.016], [-0.193, -0.330, 0.215], [0.051, 0.142, 0.055], [0.247, 0.020, -0.041], [0.056, -0.040, -0.156], [-0.084, -0.029, -0.237], [0.063, -0.106, 0.157], [0.126, -0.083, 0.087], [-0.058, 0.219, 0.100], [0.084, -0.139, -0.308], [-0.159, -0.170, -0.063], [-0.171, 0.384, -0.132], [-0.006, 0.172, 0.330]]
}

=====

(4)
{
  "formula": "CH2Cl2O2P",
  "method": "the ωB97M-V functional and the def2-TZVPD basis",
  "lumo_energy_ev": 3.508,
  "e_tot_ev": -39500.9606,
  "relative_energy_kj_mol": 95.8,
  "homo_lumo_gap_ev": 8.71,
  "e_homo_ev": -5.20,
  "total_charge": -1,
  "symbols": ["O", "Cl", "O", "H", "C", "P", "Cl", "H"],
  "xyz": [[0.997, -1.739, -0.805], [-0.765, 1.576, 1.112], [-0.398, -1.757, 1.283], [-1.514, 0.682, -0.813], [-0.601, 0.639, -0.341], [0.396, -1.006, 0.332], [0.424, 1.434, -1.514], [1.253, -0.230, 1.028]],
  "forces_ev_per_angstrom": [[0.445, 0.495, -0.636], [-0.265, 1.054, 1.019], [-1.896, -0.773, 1.907], [-2.164, -0.788, -0.708], [2.363, -1.687, 1.077], [-0.613, 0.020, -2.516], [0.875, 0.674, -0.668], [1.255, 1.006, 0.525]]
}

=====

(5)
{
  "formula": "C3H6N2S",
  "method": "the ωB97M-V functional and the def2-TZVPD basis",
  "lumo_energy_ev": -0.742,
  "e_tot_ev": -17021.3766,
  "relative_energy_kj_mol": 257.1,
  "homo_lumo_gap_ev": 8.14,
  "e_homo_ev": -8.88,
  "symbols": ["C", "S", "H", "H", "C", "C", "H", "H", "H", "N", "H", "N"],
  "xyz": [[0.544, 0.892, 0.575], [-0.925, 0.706, -1.651], [1.358, 1.302, 1.287], [-1.654, -0.615, 0.775], [0.636, 0.639, -0.918], [0.422, -0.523, 1.038], [-0.377, 1.292, 0.877], [-0.911, -2.063, 1.337], [1.425, 0.341, -1.510], [1.317, -1.012, 1.806], [1.063, -2.040, 2.067], [-0.705, -1.211, 0.682]],
  "forces_ev_per_angstrom": [[2.795, -1.055, 0.743], [3.349, -0.054, 0.593], [-0.793, -0.382, -1.992], [3.001, -1.481, -0.762], [-6.188, 2.354, 0.139], [0.568, -1.258, 2.443], [-1.261, 1.252, -0.263], [0.929, 2.038, -1.689], [2.012, -0.558, -0.661], [0.046, -1.980, 0.052], [0.514, 2.231, -0.457], [-4.973, -1.108, 1.854]]
}

=====

(6)
{
  "formula": "CaIO4P",
  "method": "the ωB97M-V functional and the def2-TZVPD basis",
  "lumo_energy_ev": 3.973,
  "e_tot_ev": -44021.0519,
  "relative_energy_kj_mol": 272.6,
  "homo_lumo_gap_ev": 2.77,
  "e_homo_ev": 1.20,
  "total_charge": -2,
  "symbols": ["O", "O", "O", "I", "Ca", "P", "O"],
  "xyz": [[19.542, -8.812, -16.954], [21.547, -10.204, -16.856], [19.319, -11.318, -16.190], [19.285, -10.955, -11.665], [18.689, -8.706, -13.499], [20.151, -10.045, -16.193], [20.296, -9.495, -14.697]],
  "forces_ev_per_angstrom": [[-1.231, 0.145, 0.539], [-0.506, -0.294, 0.854], [-0.457, 0.223, 0.363], [-0.403, 0.205, 0.599], [2.268, -1.786, -2.329], [1.546, 0.636, -2.034], [-1.217, 0.871, 2.008]]
}